# 1
Entry from OMol25: a molecular structure, C43H47N6O3SiW in a non-equilibrium geometry (ωB97M-V/def2-TZVPD).

The geometry in XYZ format:
```
101
Properties=species:S:1:pos:R:3:lowdin_charge:R:1
W -0.60203 -0.68862 0.02539 1.917
C 0.12322 -2.38002 2.81466 -0.039
N -0.72714 -2.30347 1.59771 -0.305
C -2.16695 -2.33128 2.11759 -0.144
C -2.58791 -1.13104 2.96072 -0.107
C -2.78483 0.23503 2.26787 -0.130
N -2.34238 0.22670 0.85921 -0.120
C -3.13360 0.75710 -0.03239 -0.040
C -3.19902 0.33952 -1.40032 -0.154
C -3.92655 1.03348 -2.38652 0.009
C -4.35242 0.37018 -3.50843 -0.031
C -4.13841 -1.01677 -3.61494 -0.011
C -3.44525 -1.72271 -2.65468 0.014
C -2.91069 -1.02439 -1.57884 -0.292
O -2.19928 -1.65578 -0.61788 -0.257
C -0.48408 -3.55415 0.79419 -0.171
C 0.98288 -3.74850 0.36898 -0.125
C 1.93185 -2.55414 0.30065 -0.162
N 1.40184 -1.30462 -0.30234 -0.133
C 2.18403 -0.68893 -1.12307 -0.077
C 2.00141 0.56365 -1.81241 -0.139
C 3.06758 1.10074 -2.53438 0.030
C 2.91832 2.31476 -3.18955 -0.011
C 1.69980 2.98349 -3.14293 0.007
C 0.61103 2.45713 -2.44681 0.027
C 0.80863 1.27092 -1.80045 -0.254
O -0.21374 0.65294 -1.08656 -0.221
H -0.05126 -3.35046 3.28365 0.131
H -0.17035 -1.59639 3.48912 0.040
H 1.17229 -2.26895 2.59080 0.076
H -2.22265 -3.22841 2.73856 0.143
H -2.82269 -2.48351 1.26646 0.119
H -1.91513 -0.98141 3.80213 0.094
H -3.53856 -1.43448 3.40278 0.139
H -2.24035 1.00000 2.80974 0.081
H -3.83991 0.50587 2.26321 0.136
H -3.92327 1.41498 0.33057 0.169
H -4.16464 2.08000 -2.24075 0.134
H -4.90486 0.89286 -4.27606 0.124
H -4.54718 -1.55142 -4.46306 0.128
H -3.30583 -2.79356 -2.71952 0.137
H -1.12532 -3.52607 -0.08310 0.102
H -0.80435 -4.41081 1.39205 0.142
H 0.94813 -4.22165 -0.61156 0.120
H 1.47415 -4.45744 1.03679 0.135
H 2.80149 -2.84935 -0.28729 0.139
H 2.31926 -2.26096 1.27251 0.097
H 3.12054 -1.19740 -1.35133 0.157
H 4.01413 0.57468 -2.56340 0.137
H 3.75035 2.73909 -3.73322 0.129
H 1.58829 3.93006 -3.65503 0.131
H -0.33963 2.96650 -2.39813 0.133
C -1.09821 1.88328 6.16726 -0.035
C -0.35188 0.72188 6.01808 -0.043
C 0.15823 0.38237 4.77495 -0.149
C -0.05336 1.18239 3.63827 -0.307
C -0.78171 2.36504 3.83128 -0.105
C -1.30460 2.70684 5.07134 -0.042
Si 0.77218 0.88478 1.96693 0.828
C 2.59532 0.51426 2.37778 -0.267
C 3.63382 0.11991 1.52209 -0.119
C 4.95244 0.01369 1.93515 -0.054
C 5.30127 0.32476 3.24037 -0.041
C 4.31919 0.78385 4.09815 -0.038
C 2.99833 0.87906 3.67632 -0.086
C 0.72352 2.54612 1.09932 -0.307
C -0.42258 3.13785 0.55414 -0.154
C -0.43702 4.46540 0.15816 -0.069
C 0.71445 5.23685 0.28302 -0.046
C 1.86384 4.66818 0.80489 -0.040
C 1.86986 3.33793 1.21506 -0.058
H -1.49253 2.15661 7.13681 0.122
H -0.14736 0.09280 6.87431 0.122
H 0.78498 -0.49661 4.72257 0.099
H -0.93022 3.05609 3.01038 0.098
H -1.86323 3.62653 5.18332 0.120
H 3.46103 -0.04333 0.47457 0.061
H 5.71509 -0.28919 1.22915 0.115
H 6.32727 0.24269 3.57267 0.123
H 4.57347 1.08094 5.10699 0.123
H 2.29336 1.28877 4.37859 0.093
H -1.34294 2.57495 0.45834 0.079
H -1.34351 4.90705 -0.23646 0.116
H 0.70945 6.27729 -0.01343 0.120
H 2.76443 5.25959 0.90561 0.120
H 2.78062 2.92791 1.63214 0.104
C -0.59996 -2.94507 -6.77879 0.013
N -0.47555 -2.34664 -5.45373 -0.068
C -0.23890 -3.06332 -4.21201 -0.006
C -0.30843 -1.91869 -3.22087 -0.444
O -0.17840 -2.13681 -1.99427 -0.066
N -0.50231 -0.75042 -3.82546 0.209
C -0.59827 -1.05772 -5.15009 -0.382
N -0.82029 -0.11925 -6.06203 0.243
H -0.64158 -4.02427 -6.66356 0.105
H 0.25667 -2.69963 -7.40666 0.106
H -1.52126 -2.61592 -7.25896 0.103
H 0.74568 -3.53591 -4.18562 0.152
H -0.99580 -3.82418 -4.01536 0.148
H -0.87596 0.83853 -5.76197 0.126
H -0.77763 -0.31018 -7.04917 0.125
```

Results
* energy relative to the best compared isomer or geometry (same formula, charge and spin): 36.6 kcal/mol
* charge: +3
* E_LUMO: -10.1 eV
* E: -70116.8439 eV
* gap between HOMO and LUMO: 5.68 eV

# 2
Entry from OMol25: 2 unconnected molecules or ions with the total composition C3H3O3 in a non-equilibrium geometry (ωB97M-V/def2-TZVPD).

The geometry in XYZ format:
```
9
Properties=species:S:1:pos:R:3:lowdin_charge:R:1
C -0.42975 -0.23246 -1.01958 -0.393
C 1.49676 -1.33398 0.79301 -0.540
C -0.82393 0.92054 0.00722 -0.194
O 0.80586 -1.79015 1.63844 0.100
O -0.84910 -0.03962 -2.15129 -0.174
O 2.45589 -1.04909 0.20885 0.130
H -1.49921 1.59957 -0.48995 0.015
H 0.11879 1.40985 0.08315 0.017
H -1.27531 0.51535 0.93015 0.040
```

Results
* energy relative to the best compared isomer or geometry (same formula, charge and spin): 48.6 kcal/mol
* charge: -1
* E_LUMO (alpha / beta): 3.9 / 3.9 eV
* E: -9301.5668 eV
* gap between HOMO and LUMO (alpha / beta): 5.31 / 5.31 eV